Version a
The following is a DFT calculation (ωB97M-V/def2-TZVPD) of a molecular structure, C4H7N2O3.

Values from the calculation:
- HOMO level: -15.82 eV
- Charge: +1
- Lowest unoccupied orbital energy: -6.17 eV

XYZ file:
```
16
C4H7N2O3, DFT ωB97M-V/def2-TZVPD
C 0.28 -0.14 -1.47
C -0.74 -0.86 0.09
C 0.18 -0.23 1.14
C -0.43 0.52 2.35
N 1.25 0.41 -0.88
N 0.02 -0.02 -2.88
O -1.08 -0.38 -3.19
O 0.90 0.49 -3.52
O 1.30 0.41 0.41
H -1.69 -0.52 0.04
H -0.72 -1.86 -0.23
H 0.52 -1.02 1.75
H -1.24 1.28 2.03
H 0.33 1.25 2.63
H -0.89 -0.17 3.03
H 2.01 0.85 -1.30
```

---

Version b
The following is a DFT calculation (ωB97M-V/def2-TZVPD) of a gas-phase ion, C4H7N2O3 (charge +1).

Values from the calculation:
- HOMO level: -14.50 eV
- SMILES: CN/C=C(/C=O)[N+](=O)O
- Charge: +1
- Lowest unoccupied orbital energy: -5.69 eV

XYZ file:
```
16
C4H7N2O3, DFT ωB97M-V/def2-TZVPD
C -0.19 -0.22 -0.71
C -0.95 -1.80 -2.43
C -0.82 -1.51 -1.02
C 0.73 1.63 0.45
N -1.24 -2.32 -0.04
N 0.34 0.30 0.35
O -0.65 -1.10 -3.33
O -1.86 -3.31 -0.13
O -0.79 -1.98 1.16
H -0.34 0.38 -1.67
H -1.56 -2.74 -2.52
H 0.55 2.25 -0.39
H 0.36 2.05 1.36
H 1.81 1.51 0.56
H 0.46 -0.31 1.23
H -1.11 -2.62 1.75
```

---

Which of them is most stable? Easy: version b.

---

Version a
The following is a DFT calculation (ωB97M-V/def2-TZVPD) of 2 unconnected molecules or ions with the total composition C10H15O3S.

Values from the calculation:
- HOMO level: -5.01 eV
- Charge: -1
- Lowest unoccupied orbital energy: 2.96 eV

XYZ file:
```
29
C10H15O3S, DFT ωB97M-V/def2-TZVPD
C -1.30 1.80 -1.57
C -0.79 1.66 -0.18
C 2.29 1.12 0.08
C -1.64 0.59 -2.06
C 2.29 -0.10 0.60
C -0.84 0.38 0.19
C -1.34 -0.46 -1.00
C -0.55 -0.25 1.50
C -2.63 -1.22 -0.74
C -0.28 -1.47 -1.51
O 1.86 1.09 2.98
O 2.98 -1.15 3.10
O 4.16 0.88 2.24
S 2.86 0.15 2.40
H -1.23 2.85 -1.96
H -0.46 2.48 0.30
H 2.30 1.37 -0.94
H 2.52 1.79 0.87
H -1.86 0.11 -3.00
H 2.13 -1.01 -0.03
H -0.18 0.56 2.15
H 0.21 -1.06 1.42
H -1.54 -0.68 1.80
H -2.68 -1.98 0.11
H -3.04 -1.74 -1.66
H -3.30 -0.43 -0.40
H -0.53 -2.21 -2.26
H 0.00 -2.21 -0.71
H 0.56 -0.88 -1.70
```

---

Version b
The following is a DFT calculation (ωB97M-V/def2-TZVPD) of a gas-phase ion, C10H15O3S (charge -1).

Values from the calculation:
- HOMO level: -4.64 eV
- Charge: -1
- Lowest unoccupied orbital energy: 3.17 eV

XYZ file:
```
29
C10H15O3S, DFT ωB97M-V/def2-TZVPD
C -0.32 -1.54 0.79
C -0.06 -2.11 2.32
C -1.67 -2.06 0.32
C -2.02 -1.29 -1.01
C -0.80 -1.23 -1.96
C 0.45 -0.58 -1.35
C 1.99 -0.74 0.63
C 0.64 -0.93 0.07
C 0.39 2.26 1.07
C 1.38 1.64 1.85
O -0.27 -3.33 2.43
O 0.47 -1.32 3.11
O 2.73 1.64 -0.61
S 2.84 0.99 0.74
H -1.65 -3.15 0.02
H -2.40 -1.93 1.04
H -3.01 -1.58 -1.45
H -2.30 -0.15 -0.61
H -0.71 -2.33 -2.31
H -1.09 -0.56 -2.81
H 1.37 -1.01 -1.86
H 0.30 0.43 -1.32
H 1.73 -0.77 1.68
H 2.82 -1.28 0.36
H -0.41 2.59 1.76
H 0.78 3.09 0.43
H -0.18 1.52 0.41
H 1.01 0.70 2.29
H 1.94 2.20 2.65
```

---

Which of them is most stable? Easy: version b.

---

Version a
The following is a DFT calculation (ωB97M-V/def2-TZVPD) of 2 unconnected molecules or ions with the total composition C5H14O.

Values from the calculation:
- HOMO level: -10.88 eV
- SMILES: CCC(C)C.O
- Charge: 0
- Lowest unoccupied orbital energy: 0.80 eV

XYZ file:
```
20
C5H14O, DFT ωB97M-V/def2-TZVPD
C 0.07 -2.07 0.39
C 0.25 -0.84 -0.48
C 0.73 0.38 0.34
C 0.30 1.77 -0.15
C 2.28 0.33 0.41
H 1.05 -2.50 0.65
H -0.45 -1.91 1.34
H -0.50 -2.85 -0.12
H 0.99 -1.08 -1.24
H -0.69 -0.67 -1.01
H 0.36 0.19 1.35
H 0.76 2.53 0.48
H -0.77 1.90 0.06
H 0.57 1.88 -1.19
H 2.69 -0.67 0.30
H 2.64 0.79 1.33
H 2.70 0.91 -0.41
H -3.96 0.13 -0.63
H -2.73 0.10 0.31
O -3.07 0.47 -0.51
```

---

Version b
The following is a DFT calculation (ωB97M-V/def2-TZVPD) of 2 unconnected molecules or ions with the total composition C5H14O.

Values from the calculation:
- HOMO level: -9.90 eV
- SMILES: CCC(C)C.O
- Charge: 0
- Lowest unoccupied orbital energy: 0.77 eV

XYZ file:
```
20
C5H14O, DFT ωB97M-V/def2-TZVPD
C 0.67 2.08 -0.99
C -0.60 1.20 -1.11
C -0.67 0.18 0.22
C -1.61 -1.09 -0.01
C -1.04 1.00 1.40
H 1.07 2.19 -2.01
H 0.39 3.06 -0.60
H 1.44 1.61 -0.34
H -1.51 1.80 -1.44
H -0.54 0.39 -1.83
H 0.40 -0.16 0.27
H -1.33 -1.84 0.70
H -1.26 -1.40 -1.10
H -2.71 -0.90 -0.06
H -0.15 1.07 2.05
H -1.72 0.40 2.07
H -1.47 2.07 1.14
H 3.18 -3.48 0.06
H 3.14 -2.41 1.07
O 2.57 -2.82 0.37
```

---

Version c
The following is a DFT calculation (ωB97M-V/def2-TZVPD) of 2 unconnected molecules or ions with the total composition C5H14O.

Values from the calculation:
- HOMO level: -10.30 eV
- SMILES: CC(C)O.CC
- Charge: 0
- Lowest unoccupied orbital energy: 0.86 eV

XYZ file:
```
20
C5H14O, DFT ωB97M-V/def2-TZVPD
C 0.28 0.25 -1.24
C 1.06 -0.59 -2.26
C 0.58 1.71 -1.16
O -1.10 0.19 -1.69
H 0.38 -0.07 -0.23
H 1.02 -1.67 -1.88
H 1.65 1.89 -1.00
H 0.20 2.23 -2.17
H 0.02 2.13 -0.25
H -1.62 -0.59 -1.51
H 2.05 -0.41 -2.41
H 0.74 -0.42 -3.36
C -0.70 -0.10 3.38
C -0.14 -1.27 2.61
H -1.57 -0.34 3.79
H 0.08 -0.04 4.30
H -0.64 0.88 2.94
H -0.98 -2.14 2.51
H 0.64 -1.79 3.23
H 0.36 -1.10 1.61
```

---

Version d
The following is a DFT calculation (ωB97M-V/def2-TZVPD) of 2 unconnected molecules or ions with the total composition C5H14O.

Values from the calculation:
- HOMO level: -10.53 eV
- SMILES: CCCCC.O
- Charge: 0
- Lowest unoccupied orbital energy: 0.96 eV

XYZ file:
```
20
C5H14O, DFT ωB97M-V/def2-TZVPD
C -0.21 1.60 0.29
C -0.84 0.47 -0.66
C -0.61 -1.03 -0.16
C 0.27 -1.96 -1.01
C -0.68 1.28 1.74
H 0.87 1.48 0.19
H -0.63 2.56 0.00
H -0.30 0.48 -1.61
H -1.89 0.73 -0.62
H -1.62 -1.41 -0.19
H -0.13 -0.89 0.82
H -0.02 -2.07 -2.05
H 1.34 -1.73 -0.92
H 0.33 -2.89 -0.43
H 0.05 0.70 2.32
H -0.76 2.26 2.24
H -1.63 0.77 1.76
H 1.80 -0.09 0.12
H 2.13 -0.04 -1.33
O 2.53 -0.21 -0.48
```

---

Which of them is most stable? Easy: version a.

---

Version a
The following is a DFT calculation (ωB97M-V/def2-TZVPD) of 2 unconnected molecules or ions with the total composition C4H13N2OP.

Values from the calculation:
- HOMO level (spin up / spin down): -8.08 / -8.08 eV
- Charge: 0
- Lowest unoccupied orbital energy (spin up / spin down): 0.25 / 0.25 eV

XYZ file:
```
21
C4H13N2OP, DFT ωB97M-V/def2-TZVPD
C 0.66 -1.38 0.60
C 0.12 -0.93 -1.82
C 1.76 0.43 -0.73
C 0.47 -0.30 -0.47
N -2.34 -0.33 1.87
N -2.09 2.29 1.98
O -0.55 0.61 -0.29
P -1.19 0.86 2.05
H 0.86 -0.83 1.53
H -0.36 -1.77 0.91
H 1.49 -2.12 0.25
H -0.97 -0.76 -1.94
H 0.49 -1.97 -1.85
H 0.57 -0.39 -2.74
H 2.61 -0.36 -0.99
H 1.73 1.00 -1.68
H 2.18 1.07 0.11
H -1.91 -1.10 1.40
H -3.38 -0.20 1.56
H -2.87 2.29 1.27
H -1.62 3.13 1.72
```

---

Version b
The following is a DFT calculation (ωB97M-V/def2-TZVPD) of a molecular structure, C4H13N2OP.

Values from the calculation:
- HOMO level: -9.45 eV
- Charge: 0
- Lowest unoccupied orbital energy: 0.95 eV

XYZ file:
```
21
C4H13N2OP, DFT ωB97M-V/def2-TZVPD
C 2.02 1.50 0.79
C 0.69 1.03 -1.89
C 1.04 0.38 0.62
C 0.12 0.83 -0.51
N -2.81 -2.25 0.32
N -0.93 -0.83 -0.69
O -1.88 -0.10 1.60
P -1.58 -1.24 0.75
H 2.70 1.59 -0.14
H 1.39 2.49 0.76
H 2.56 1.42 1.65
H 1.66 1.66 -1.77
H 0.91 0.03 -2.15
H -0.07 1.52 -2.46
H 1.61 -0.57 0.56
H 0.40 0.26 1.53
H -0.76 1.32 -0.25
H -2.65 -2.99 -0.35
H -3.26 -2.52 1.20
H -0.40 -1.51 -1.20
H -0.74 -2.01 1.62
```

---

Which of them is most stable? Easy: version b.

---

Version a
The following is a DFT calculation (ωB97M-V/def2-TZVPD) of a gas-phase ion, C7H16NS (charge +1).

Values from the calculation:
- HOMO level (spin up / spin down): -13.15 / -10.90 eV
- Charge: +1
- Lowest unoccupied orbital energy (spin up / spin down): -3.70 / -4.91 eV

XYZ file:
```
25
C7H16NS, DFT ωB97M-V/def2-TZVPD
C -0.10 -0.64 0.13
C 2.43 -0.50 0.92
C 1.39 -0.22 -0.24
C 1.85 -0.84 -1.62
C 1.47 1.32 -0.40
C -3.68 0.68 0.66
C -2.50 -0.18 0.23
N -1.14 0.44 0.33
S 3.18 -1.87 1.37
H -0.14 -1.26 0.94
H 2.28 0.37 1.68
H 1.04 -0.66 -2.38
H 1.97 -1.94 -1.70
H 2.76 -0.26 -2.02
H 2.46 1.80 -0.44
H 0.93 1.78 0.30
H 1.15 1.48 -1.43
H -3.42 1.24 1.60
H -3.91 1.43 -0.01
H -4.65 -0.01 0.88
H -2.60 -0.69 -0.85
H -2.43 -1.04 1.05
H -1.13 0.87 1.29
H -0.81 1.23 -0.37
H 3.60 -2.54 0.09
```

---

Version b
The following is a DFT calculation (ωB97M-V/def2-TZVPD) of a gas-phase ion, C7H16NS (charge +1).

Values from the calculation:
- HOMO level: -12.71 eV
- SMILES: CC[NH2+][C@@H]1[C@@H](S)C1(C)C
- Charge: +1
- Lowest unoccupied orbital energy: -3.15 eV

XYZ file:
```
25
C7H16NS, DFT ωB97M-V/def2-TZVPD
C -0.69 -0.46 0.34
C -2.09 -0.50 -0.61
C -1.40 0.73 -0.17
C -2.04 1.54 0.97
C -0.54 1.41 -1.13
C 3.00 -1.35 -0.13
C 1.75 -0.95 0.58
N 0.60 -1.09 -0.24
S -3.57 -1.28 0.11
H -0.94 -0.81 1.33
H -2.12 -0.64 -1.67
H -3.06 1.79 0.72
H -1.46 2.45 1.04
H -2.00 1.14 1.93
H -0.91 2.39 -1.44
H -0.25 0.66 -1.88
H 0.43 1.79 -0.68
H 2.91 -2.03 -0.91
H 3.49 -0.55 -0.61
H 3.83 -1.74 0.43
H 1.85 0.18 0.81
H 1.67 -1.40 1.61
H 0.35 -2.13 -0.45
H 0.65 -0.49 -1.21
H -4.46 -0.40 0.10
```

---

Which of them is most stable? Easy: version b.